Entry from OMol25: a cluster of 7 separate species, C26H72N6O8 in total at a distorted geometry (the ωB97M-V functional and the def2-TZVPD basis).

Last column: Löwdin charge in e.
Cartesian coordinates (Å):
C (4.44952, -4.20378, 2.68765)  -0.2300
H (5.81202, -2.00370, -4.82096)  0.0802
H (-7.15362, -0.81281, -2.76849)  0.0728
H (1.94573, -3.11180, 3.13628)  0.0077
H (-2.10802, 6.20876, -1.45521)  0.0675
H (4.25459, 2.39904, -2.32235)  0.0892
H (2.60724, -5.26380, 2.67791)  0.1068
C (0.79460, 7.07458, 2.99386)  -0.4264
H (5.21803, 0.17849, -3.90685)  0.1211
H (1.00511, -1.18858, 3.68093)  0.1368
H (5.84068, -3.42229, -3.74122)  0.0692
H (0.54024, 4.41890, 3.27341)  0.0768
C (-4.34853, 4.28995, -0.07345)  -0.1721
C (-6.23664, -1.12922, -2.26742)  -0.0827
H (-1.24367, 7.45603, 3.22532)  0.1268
H (-5.47192, -0.61858, -2.85781)  0.0782
H (2.63511, -1.27515, -3.91236)  0.0589
C (0.62235, -1.12407, 2.65814)  -0.4324
H (-2.32200, -3.52447, -0.92154)  0.0917
H (5.01225, -6.56507, -0.57351)  0.0879
C (2.24471, -5.04796, -1.72939)  -0.1803
C (3.70717, 1.91564, -3.13768)  -0.1197
H (-4.99078, -4.07947, -0.96298)  0.1251
H (0.70910, -3.30350, -4.01829)  0.0976
H (-8.20218, -2.98083, -2.17148)  0.0625
H (4.14116, -3.56064, 1.85710)  0.1086
N (4.10772, -6.12308, -0.46718)  0.0254
C (0.94362, 7.82674, 4.31961)  -0.0766
H (-4.68056, 7.21914, 0.35874)  0.0798
H (4.15453, -2.10635, -2.22990)  0.1285
C (-2.61428, -3.43489, -1.97778)  -0.1313
H (3.68341, -6.31777, -3.77735)  0.0741
O (-1.01232, 5.63769, 3.67246)  -0.1761
O (-4.59765, 4.10392, 1.33368)  -0.2064
H (3.37318, -7.60963, -2.62950)  0.0774
H (-0.86783, 6.47068, 1.69921)  0.1152
H (2.70873, -1.14585, 1.97368)  0.0728
H (6.53635, -1.89336, -3.35897)  0.0725
H (0.74302, 7.23142, 5.21710)  0.0754
N (-2.97025, 5.67883, -1.49092)  0.0262
H (1.91446, 8.25243, 4.58269)  0.0738
H (-0.16771, 0.82225, 3.05677)  0.1190
C (3.68032, -5.60111, -1.79197)  -0.3773
H (-5.26571, 4.38879, -0.65955)  0.1283
H (0.79201, 8.94034, 2.21309)  0.0692
H (1.44315, 6.20178, 2.92290)  0.1268
H (-4.78074, -2.56264, -0.23502)  0.1260
H (-3.53504, 6.79607, 1.59441)  0.0656
O (-3.78413, -2.71868, -2.03394)  -0.1887
H (-5.95359, -3.13474, -2.98026)  0.1377
C (-2.21010, 0.84254, 1.36679)  -0.1203
N (3.33723, -1.97796, -4.12705)  0.0488
H (-2.90655, 7.53748, 0.24189)  0.0715
H (-1.91637, -2.96688, -2.66873)  0.0818
C (0.81020, -3.69190, -3.00493)  -0.1220
H (2.72772, 2.37998, -3.25434)  0.0910
H (-0.73518, 3.55016, 4.11857)  0.0859
H (-0.36057, -2.87912, 2.94027)  0.0875
N (0.20976, -2.46752, 2.21114)  0.0515
C (-5.66985, 3.30083, 1.71188)  -0.1353
H (-5.32623, 3.00373, 2.70633)  0.0890
H (5.39268, 0.01356, -2.15399)  0.1337
H (0.24919, 8.66570, 4.41580)  0.0774
H (-6.29128, -0.60818, -1.30634)  0.0784
C (-0.57310, -0.13432, 2.70533)  -0.2029
C (-0.54390, 4.34341, 3.39469)  -0.1128
C (5.64007, -2.35487, -3.80179)  -0.0834
H (-3.61360, 6.26257, -2.01011)  0.0730
H (2.14367, -4.34040, -0.90123)  0.1257
C (4.71963, -0.17306, -2.99479)  -0.2024
H (4.32791, -4.75127, -2.01638)  0.1226
H (3.47391, -6.85296, -0.15896)  0.0926
H (3.00078, -2.90428, -3.88101)  0.0342
H (2.10712, 0.37893, 1.95972)  0.0832
H (-3.05520, 0.50239, 1.97456)  0.0918
H (3.28238, -5.36481, 4.17377)  0.1136
O (-1.12721, -0.03525, 1.41948)  -0.1662
C (-4.89103, -3.02041, -1.22555)  -0.2026
C (3.99285, -6.73028, -2.81514)  -0.0481
H (-0.91157, 3.81928, 2.50361)  0.0672
O (4.91918, -5.41189, 2.10736)  -0.1297
H (-0.35042, -2.16831, 1.42459)  0.0658
H (1.53990, -5.84868, -1.47550)  0.1297
H (-6.64370, 3.79478, 1.75446)  0.0855
H (-0.05939, -4.30186, -2.74744)  0.0738
O (2.39613, -3.48667, 3.89368)  -0.0831
O (2.01941, -4.41513, -2.98313)  -0.2090
H (5.03459, -7.03899, -2.76268)  0.0746
C (-3.37444, 5.45306, -0.11209)  -0.4376
H (4.44329, -5.49224, 1.24766)  0.0175
C (-3.67908, 6.81545, 0.50900)  -0.0603
C (-6.09579, -2.59019, -2.04403)  -0.4244
H (-5.81336, 2.33770, 1.20860)  0.0807
C (-0.67284, 6.64947, 2.75754)  -0.1976
H (-2.06223, 1.90485, 1.58722)  0.0732
H (2.16600, 8.06362, 1.88847)  0.0714
N (-7.40811, -3.13447, -1.57601)  0.0286
H (-2.72123, -4.49937, -2.23453)  0.0903
C (1.75024, -0.64552, 1.81592)  -0.0704
H (0.74714, -2.82143, -2.35734)  0.0896
C (4.44765, -1.65738, -3.18522)  -0.4174
H (-3.81047, 3.38552, -0.36582)  0.1158
H (-1.28495, -0.39986, 3.49435)  0.1264
O (3.50389, 0.54983, -2.93619)  -0.1943
H (5.15029, -3.80031, 3.41521)  0.1162
H (-2.57221, 4.97657, 0.45857)  0.1249
H (4.26821, 2.04639, -4.06928)  0.0875
H (-7.55277, -2.97490, -0.59141)  0.0610
N (1.15939, 8.03210, 1.96643)  0.0221
H (1.50201, -0.62670, 0.75362)  0.0830
C (3.11706, -4.61340, 3.39877)  -0.2433
H (-2.65971, 0.92322, 0.37412)  0.0860

Output
DFT total energy: -53443.8077 eV
HOMO level: -8.9 eV
2S+1: 1
SMILES: COC[C@H](C)N.COC[C@H](C)N.COC[C@H](C)N.COC[C@H](C)N.COC[C@H](C)N.COC[C@H](C)N.OCCO
E_LUMO: 0.472 eV

Entry from OMol25: a cluster of 7 separate species, C26H72N6O8 in total at a distorted geometry (the ωB97M-V functional and the def2-TZVPD basis).

Last column: Löwdin charge in e.
Cartesian coordinates (Å):
O (-3.12793, 0.06103, 3.64338)  -0.2099
H (7.96369, 0.30934, 2.70935)  0.0708
C (4.89376, -3.10385, 0.94020)  -0.0674
H (5.97549, -3.21950, 0.84022)  0.0830
C (-6.35044, 2.26487, 0.12641)  -0.0999
H (4.98088, -0.24232, 1.59053)  0.1197
O (-0.14270, 0.67575, -1.42011)  -0.1090
H (-5.35244, -1.35736, -1.63631)  0.0871
O (-0.49354, -4.00190, 0.77499)  -0.2431
C (-2.06469, 3.85219, -0.38566)  -0.4708
H (3.86115, 2.01415, -4.51775)  0.0880
H (-1.22906, -5.51443, -2.08135)  0.0814
H (8.64707, -0.37054, 1.18149)  0.0966
C (4.64606, -2.31920, 2.16056)  -0.4718
C (7.71338, -0.11017, 1.75942)  -0.0799
H (4.29676, 3.45471, -1.43673)  0.0688
H (-3.83001, 1.25254, -0.50133)  0.1277
H (-4.27215, -5.46809, -0.19758)  0.0861
O (-5.94318, 1.09912, -0.60016)  -0.1701
H (-4.05103, -1.72370, -2.75793)  0.0899
H (-0.08861, 0.83456, -0.44177)  0.0271
N (-1.45582, -4.56603, -1.80965)  0.0589
H (1.08990, 0.20022, -2.88772)  0.1230
H (-2.96415, -1.14633, 1.64488)  0.1012
H (-3.00218, -6.59047, -0.92832)  0.0847
H (7.74371, -1.05806, -2.46682)  0.0975
C (1.03569, 0.01821, -1.79710)  -0.2726
H (1.03964, -3.54821, 1.97120)  0.0314
H (-2.54009, 1.21720, 1.41258)  0.0871
H (5.49343, 2.38137, -0.71313)  0.0686
H (-4.39869, 1.03337, 2.17023)  0.0778
H (-4.38864, 1.63854, 3.89881)  0.0913
H (0.70609, -2.19927, 0.32744)  0.0215
C (-1.62724, -4.84255, 0.62573)  -0.1780
H (5.08174, -2.85719, 2.99941)  0.1292
H (3.11335, -1.31942, 3.11392)  0.1009
H (-0.89027, 5.65551, -0.23985)  0.0762
H (-4.10025, 4.02190, -0.50324)  0.0982
H (-1.12845, 0.44781, 3.88536)  0.1173
H (-2.16832, 4.69639, -2.27391)  0.0654
H (3.03757, 2.50425, -3.12280)  0.0513
H (-1.16912, -1.44216, 1.25691)  0.0745
C (-4.71105, 1.32790, -1.21187)  -0.2399
H (-5.16124, 0.54745, -3.20022)  0.1437
H (-0.35600, -3.86736, 2.89753)  0.0986
H (-2.81582, 1.63134, -3.14682)  0.0687
C (4.60543, 2.43078, -1.32349)  -0.0529
H (-3.33415, 5.53389, -0.00377)  0.1310
C (1.20157, -1.44368, -1.44942)  -0.1812
H (-2.32822, 0.21553, -2.56404)  0.0355
H (-5.17220, 0.11461, 3.46839)  0.0823
C (4.85821, 1.79003, -2.71158)  -0.4143
H (-2.12990, 1.92615, 3.34605)  0.1445
N (-2.05406, 3.81790, -1.82550)  0.0519
C (6.99976, -1.02950, -1.62746)  -0.1435
H (-1.28774, 3.21300, -2.21759)  0.1005
H (-5.48300, 4.50129, 1.88837)  0.0882
C (-2.38269, -4.55478, -0.73722)  -0.4524
O (-3.42352, 4.12593, 1.50825)  -0.2080
C (-4.35098, -1.03097, -1.94743)  -0.0716
C (-2.03991, -0.75384, 1.16348)  -0.0255
C (5.55165, -1.00059, 2.18214)  -0.2285
H (0.36637, -1.97705, -1.89839)  0.1171
H (-2.07046, 2.79706, -0.06296)  0.1219
H (4.29972, -4.01429, 1.02408)  0.0855
H (-2.23749, -4.66452, 1.49276)  0.1187
C (5.26935, 0.31856, -2.58251)  -0.1694
H (2.77568, -1.75705, 1.47252)  0.0378
H (-1.20521, 4.77634, 1.26522)  0.0801
H (6.30412, -1.83000, -1.79617)  0.0732
H (7.30350, 0.66284, 1.09482)  0.0772
H (1.92350, 0.50412, -1.28377)  0.1126
H (5.68107, 2.40902, -3.08821)  0.1325
H (-3.82976, -5.47069, -1.98714)  0.0819
C (0.21392, -4.19146, 2.01885)  -0.0702
H (-6.54777, 3.08251, -0.64751)  0.1135
H (-4.31581, 4.88519, 3.18803)  0.0800
H (2.10139, -1.81990, -1.86946)  0.0971
H (-7.30996, 2.08254, 0.55786)  0.0694
H (-5.60096, 2.53871, 0.95815)  0.0819
C (-4.47442, 4.96879, 2.11360)  -0.0609
H (0.65721, -5.19617, 2.10248)  0.1009
H (-3.55337, -1.10514, -1.21952)  0.0405
N (3.62523, 1.81207, -3.53299)  0.0429
N (-0.36245, 1.07766, 1.31449)  0.0604
O (6.21773, 0.09470, -1.50112)  -0.2110
H (5.48877, -0.52999, 3.23024)  0.1323
C (-4.33241, 0.74976, 3.25271)  -0.0872
H (-1.26151, -5.86668, 0.55389)  0.1216
C (-4.40518, 0.40196, -2.40412)  -0.4398
H (3.78154, 1.90020, -0.87313)  0.0594
H (-0.60186, -4.26605, -1.46165)  0.0255
H (-2.80581, -3.54779, -0.60252)  0.1252
H (4.52179, -2.53128, 0.07944)  0.0803
H (-4.62577, 2.31743, -1.66768)  0.1000
N (3.24530, -2.02927, 2.33995)  0.0392
C (-1.93716, 0.77995, 3.24090)  -0.1739
C (-3.31214, 4.43827, 0.12403)  -0.2566
H (-2.18687, -0.65114, 0.08307)  0.0515
H (-4.43558, 6.01573, 1.79556)  0.0838
H (4.36685, -0.31496, -2.42109)  0.1199
N (-3.11277, 0.63999, -3.02208)  0.0400
O (6.85674, -1.30450, 1.78514)  -0.2041
H (0.34997, 0.46575, 1.70568)  0.0896
H (5.66721, -0.03296, -3.54874)  0.1230
H (-0.09249, 2.05132, 1.53370)  0.1010
H (0.03789, 4.22479, 0.02169)  0.0677
C (-0.92910, 4.67079, 0.20882)  -0.0514
H (7.59423, -1.14267, -0.67391)  0.0859
O (1.34131, -1.57623, -0.00018)  -0.0909
C (-3.47888, -5.58547, -0.95194)  -0.0633
C (-1.69169, 0.61189, 1.73755)  -0.4288

Output
DFT total energy: -53445.1542 eV
HOMO level: -8.5 eV
2S+1: 1
SMILES: COC[C@H](C)N.COC[C@H](C)N.COC[C@H](C)N.COC[C@H](C)N.COC[C@H](C)N.COC[C@H](C)N.OCCO
E_LUMO: 0.611 eV